# 1
{"formula": "C31H33N9O8SSn", "method": "wB97M-V/def2-TZVPD", "elements": ["H", "H", "C", "C", "N", "H", "C", "H", "C", "H", "O", "H", "C", "H", "C", "O", "H", "C", "C", "S", "C", "C", "C", "C", "H", "C", "C", "H", "N", "H", "C", "O", "C", "H", "H", "H", "H", "O", "C", "N", "N", "C", "N", "H", "H", "H", "Sn", "C", "C", "C", "H", "C", "H", "O", "N", "C", "C", "C", "H", "C", "C", "C", "O", "H", "O", "H", "H", "N", "N", "H", "N", "H", "H", "H", "H", "H", "H", "H", "C", "O", "C", "C", "H"], "positions_angstrom": [[2.97626, -2.43592, 2.01396], [-5.11182, -1.12742, -1.55026], [-2.78225, 0.36960, 5.10572], [-3.61872, -0.57940, -3.85565], [1.26782, 0.82520, 2.26536], [3.66218, -5.08362, 1.44653], [-2.44782, 0.44343, 3.76933], [-4.69694, -0.69907, -3.92751], [-0.20629, 0.67414, 4.22242], [6.13654, 0.55759, -2.11305], [0.61454, -2.08945, 3.22085], [-4.66215, 3.66834, -0.71130], [-4.04165, -1.24348, -1.47034], [4.47063, -1.04398, -2.97296], [-4.19112, 3.44735, -1.66079], [1.69049, -2.84521, 0.38635], [2.70947, 3.51035, -0.16523], [-1.92301, -1.31294, -2.15574], [-1.77016, -2.39349, 3.53843], [3.11969, -0.71340, -0.43952], [0.23517, 2.61775, -2.29581], [1.82761, 3.02849, -0.56587], [-3.22159, -1.58811, -0.44309], [-3.62531, 4.50263, -2.40927], [0.15605, -1.06823, -2.44506], [-0.45878, 0.60985, 5.59270], [-1.75457, 0.44889, 6.03587], [1.93941, 3.91463, -2.51915], [-2.38138, 2.41539, -5.20111], [-3.43689, -1.81368, 0.59663], [-0.41122, 1.77179, -1.41130], [-2.69972, -2.60433, 4.31750], [4.45303, 0.54654, -0.71955], [3.53039, -2.79980, -1.49499], [-4.55630, 1.33939, -1.49736], [5.87043, -2.01922, -2.48618], [-3.80839, 0.21365, 5.41126], [-0.06521, -2.86385, 5.21007], [1.39143, 3.25278, -1.85783], [-1.91651, -1.61728, -0.88866], [-2.57659, 1.15413, -5.18417], [5.08378, -1.35495, -2.12168], [0.01343, 1.53342, -0.17164], [4.74378, -2.42303, -0.23810], [-3.14248, -1.12679, -4.66375], [-1.96387, 0.35941, 7.09523], [0.08971, -1.11561, 1.23702], [2.85683, -4.41462, 1.75696], [-0.72819, -1.28418, -3.04856], [1.49408, 2.01039, 1.71977], [-3.68563, 5.51089, -2.02030], [4.18711, -2.02704, -1.09654], [4.70749, 0.99771, 0.24196], [1.85004, -4.97178, -0.32977], [3.39404, -3.24575, 2.46008], [-4.14575, 2.14347, -2.09160], [1.21890, 0.81693, 3.71177], [-0.28524, -2.46664, 4.07081], [0.36671, 0.65838, 6.29393], [-2.93423, 2.95314, -4.05738], [1.11692, 2.15207, 0.25127], [-3.50466, 1.92067, -3.31642], [2.13777, -0.39726, -1.53418], [-0.15336, 2.76923, -3.29684], [-1.86683, -2.09383, 2.29466], [-0.82143, -0.53106, -3.83424], [6.38594, -0.43673, -0.67525], [-3.20990, -1.06787, -2.57627], [-1.19285, 0.59131, 3.33024], [2.17876, -4.99630, 2.38932], [-3.25221, 0.81418, -4.06944], [1.78799, -0.03058, 4.10204], [-2.53877, 5.07212, -4.18125], [-0.58236, -2.26293, -3.51352], [-1.32803, 1.26189, -1.70610], [3.01535, -3.21522, 3.39824], [-3.20520, 0.35279, 2.99683], [1.63535, 1.74323, 4.11470], [-2.99135, 4.27403, -3.60582], [1.92556, 3.05733, 2.25936], [2.05416, -4.06713, 0.49086], [5.64294, -0.12162, -1.41351], [3.95890, 1.28832, -1.34411]], "forces_ev_per_angstrom": [[-0.1, 0.1, 0.0], [0.1, 0.0, 0.0], [0.0, 0.1, 0.0], [0.2, 0.0, 0.2], [-0.2, 0.2, 0.0], [0.0, -0.1, 0.0], [0.2, 0.2, -0.1], [-0.1, 0.1, 0.0], [-0.1, 0.1, -0.1], [0.0, 0.0, 0.0], [0.0, 0.2, -0.1], [0.0, 0.0, 0.0], [0.1, 0.0, -0.1], [0.0, 0.0, 0.0], [0.0, 0.0, 0.0], [0.0, -0.4, -0.1], [-0.1, 0.0, 0.0], [-0.1, 0.0, 0.1], [0.0, -0.1, -0.1], [0.0, 0.4, -0.6], [0.0, 0.0, 0.0], [0.1, 0.0, -0.1], [0.1, 0.0, 0.0], [0.0, 0.1, 0.0], [0.0, 0.0, 0.0], [0.0, 0.0, 0.1], [0.0, 0.0, 0.0], [0.0, 0.0, 0.0], [0.1, 0.3, 0.0], [0.0, 0.0, -0.2], [0.0, 0.0, 0.1], [0.2, 0.0, -0.3], [0.1, -0.2, 0.3], [0.0, 0.0, 0.1], [0.1, 0.0, 0.0], [0.0, 0.0, 0.0], [0.0, 0.0, 0.0], [0.1, 0.1, -0.3], [0.0, -0.1, 0.0], [-0.2, -0.2, 0.0], [-0.1, -0.1, 0.0], [0.0, 0.1, 0.0], [0.0, 0.2, -0.1], [0.0, 0.0, -0.1], [0.0, 0.0, -0.1], [0.0, 0.0, 0.0], [-0.2, -0.4, 1.0], [0.0, 0.1, 0.1], [-0.1, 0.0, 0.1], [0.0, -0.1, 0.2], [0.0, 0.0, 0.0], [0.0, -0.1, 0.1], [0.0, 0.0, -0.1], [0.1, 0.1, 0.1], [0.2, -0.2, 0.0], [0.0, 0.0, 0.0], [0.0, 0.0, -0.1], [0.0, -0.1, 0.0], [0.0, 0.0, 0.0], [-0.1, -0.1, -0.1], [-0.2, 0.0, 0.0], [0.0, 0.0, 0.0], [0.1, -0.1, 0.1], [0.0, 0.0, 0.0], [0.0, 0.1, -0.1], [0.0, 0.0, 0.0], [0.0, 0.0, 0.0], [-0.1, 0.0, 0.0], [0.0, 0.0, 0.1], [0.0, 0.0, 0.0], [-0.1, -0.2, 0.0], [0.0, 0.0, 0.1], [0.0, 0.0, 0.0], [0.0, 0.0, 0.0], [0.1, 0.0, 0.1], [-0.1, 0.0, 0.0], [0.0, -0.1, 0.1], [0.1, 0.0, 0.1], [0.0, 0.1, 0.0], [0.0, -0.2, -0.1], [0.0, 0.2, -0.1], [-0.1, -0.1, -0.1], [0.0, 0.0, 0.0]], "lowdin_charge": [0.017, 0.102, -0.085, -0.083, -0.077, 0.087, -0.150, 0.133, -0.262, 0.099, -0.213, 0.105, -0.094, 0.108, -0.073, -0.311, 0.110, -0.358, -0.616, 0.895, -0.069, -0.037, -0.111, -0.088, 0.058, -0.031, -0.077, 0.095, 0.060, 0.092, -0.143, 0.003, -0.295, 0.095, 0.097, 0.103, 0.096, 0.018, -0.079, 0.073, 0.044, -0.252, 0.092, 0.101, 0.131, 0.097, 1.473, -0.207, 0.009, -0.534, 0.097, -0.312, 0.085, -0.037, -0.004, -0.003, -0.194, -0.577, 0.111, -0.259, -0.219, -0.179, -0.544, 0.085, -0.216, 0.063, 0.104, -0.041, 0.104, 0.111, -0.050, 0.112, 0.109, 0.089, 0.089, 0.047, 0.109, 0.107, -0.028, -0.051, -0.684, -0.247, 0.071], "e_lumo_ev": 3.7, "total_energy_ev": -79143.6218, "orbital_gap_ev": 5.76, "relative_energy_kcal_mol": 58.9, "charge": -2}

***

# 2
{"formula": "C31H34AsBF5N8SSeTi", "method": "wB97M-V/def2-TZVPD", "elements": ["S", "H", "C", "H", "B", "H", "H", "H", "C", "H", "H", "H", "C", "C", "C", "N", "H", "C", "C", "C", "C", "H", "N", "H", "H", "C", "H", "H", "C", "C", "H", "C", "C", "F", "H", "N", "C", "N", "C", "F", "H", "N", "H", "H", "C", "C", "N", "H", "N", "F", "C", "C", "C", "H", "C", "H", "C", "F", "N", "H", "C", "Ti", "As", "F", "H", "C", "C", "H", "H", "H", "C", "C", "H", "H", "Se", "C", "H", "H", "H", "H", "C", "C", "H"], "positions_angstrom": [[-0.38118, -2.10552, -0.21889], [4.01078, 1.90415, -3.19387], [-0.78514, -4.25421, 2.57999], [3.92895, -2.74622, -1.49831], [1.54706, 2.47334, -1.84540], [0.69379, -6.28747, 0.70157], [2.26814, 4.88378, -0.35800], [-2.96911, -0.05860, -0.63874], [-0.84385, 2.97464, -2.69598], [3.27443, -2.14423, 0.02811], [2.28717, 4.74883, -5.85757], [3.14306, -4.29588, 1.87389], [2.33465, 6.95923, -3.79454], [3.58125, 1.07569, -2.65748], [-4.47801, -3.82587, 1.91287], [2.05299, 4.85175, -2.58011], [-6.70471, -3.18684, -1.17401], [-5.29444, -4.83387, 1.42908], [3.11111, -2.18231, -1.05204], [2.24110, -4.34121, 2.48184], [-0.82711, -0.18266, 4.43597], [5.01142, -0.59857, -2.71149], [0.04331, 2.18791, -2.07698], [-3.77568, 0.26902, -2.18310], [-0.77402, -5.31613, 2.82599], [-6.09340, -4.60847, 0.31501], [2.16942, -2.70135, -1.22780], [-5.24648, -1.39087, -0.31247], [2.13785, 2.36610, 1.71832], [0.61773, -5.34712, 0.15597], [-1.71690, -3.98651, 2.08541], [-2.81815, 0.04555, -1.71414], [4.07083, -0.18192, -2.39566], [-2.71988, 2.70926, 3.37605], [2.32541, -3.63779, 3.30759], [1.96534, 3.52705, -2.86125], [-1.17859, 1.33250, 2.19940], [2.35627, 1.17853, -2.11128], [-2.06611, 2.33632, -2.68668], [0.72186, -1.49484, 3.29882], [1.93554, 2.34195, -4.62462], [2.05079, 0.02554, -1.46538], [-0.32412, -5.30584, -0.38805], [2.11343, -5.35180, 2.87257], [-4.44503, -2.57424, 1.28793], [2.19832, 5.47354, -3.73705], [1.78679, 2.84372, -0.36794], [3.31118, 1.80760, 3.39304], [1.73734, 1.83676, 0.55905], [-1.38160, 2.10231, 1.09855], [-5.26111, -2.35875, 0.16982], [3.07523, -0.80879, -1.63204], [2.34642, 1.55414, 2.95252], [-0.68373, -3.66049, 3.48588], [2.40957, 3.72672, 1.55312], [3.17445, 7.25367, -4.42443], [-0.30340, 0.27489, 2.10497], [-2.36377, 1.17419, 5.59884], [-0.56062, 1.05722, -1.64368], [-2.45246, -0.91149, -2.08792], [2.18755, 4.54834, -4.80434], [0.39146, 0.03711, -0.00154], [0.67863, -3.83724, 1.37990], [-0.65532, -0.93783, 5.52846], [-0.53781, 3.92314, -3.10627], [-6.07765, -3.36762, -0.31048], [-1.84847, 1.13505, -2.00788], [1.43596, 7.42129, -4.20650], [-3.86349, -3.99679, 2.78760], [-2.99345, 2.68632, -3.10491], [-0.15689, -0.45602, 3.26104], [2.02472, 3.32967, -4.20199], [1.57499, 1.75029, 3.69866], [2.34082, 0.49008, 2.72889], [-3.32492, -1.20746, 1.92090], [2.17180, 3.98579, 0.22383], [1.43733, -5.26857, -0.55680], [-6.73085, -5.39702, -0.06346], [2.75637, 4.41941, 2.30031], [2.49448, 7.35723, -2.79423], [-1.70065, 0.89405, 4.47586], [-1.87869, 1.67177, 3.34508], [-5.31028, -5.79704, 1.92257]], "forces_ev_per_angstrom": [[0.0, 0.1, -0.1], [0.0, 0.0, 0.0], [0.0, 0.0, 0.0], [0.0, 0.0, 0.0], [0.0, -0.1, -0.1], [0.0, 0.0, 0.0], [0.0, 0.0, 0.0], [0.0, 0.0, 0.0], [0.1, -0.1, 0.0], [0.0, 0.0, 0.0], [0.0, 0.0, 0.0], [0.0, 0.0, 0.0], [0.0, 0.0, 0.0], [-0.1, 0.0, 0.0], [0.0, 0.0, 0.1], [0.0, 0.0, 0.0], [0.0, 0.0, 0.0], [0.0, 0.0, 0.0], [0.0, 0.0, 0.0], [-0.1, 0.0, 0.0], [0.0, 0.0, 0.0], [0.0, 0.0, 0.0], [0.1, 0.0, -0.1], [0.0, 0.0, 0.0], [0.0, 0.0, 0.0], [0.0, 0.0, 0.0], [0.0, 0.0, 0.0], [0.0, 0.0, 0.0], [0.0, 0.0, 0.0], [-0.1, 0.1, 0.0], [0.0, 0.0, 0.0], [0.0, 0.0, 0.0], [0.0, -0.1, 0.0], [0.0, 0.0, 0.0], [0.0, 0.0, 0.0], [0.0, 0.1, 0.0], [0.0, 0.0, 0.2], [0.2, -0.1, 0.0], [-0.1, -0.1, 0.1], [0.0, 0.0, 0.0], [0.0, 0.0, 0.0], [-0.1, -0.1, 0.1], [0.0, 0.0, 0.0], [0.0, 0.0, 0.0], [-0.1, -0.1, -0.1], [0.0, 0.0, 0.0], [0.0, 0.1, 0.2], [0.0, 0.0, 0.0], [-0.2, 0.0, 0.0], [0.0, 0.1, 0.0], [0.1, 0.0, 0.0], [0.1, 0.1, -0.1], [0.0, 0.0, 0.0], [0.0, 0.0, 0.0], [0.0, 0.0, 0.1], [0.0, 0.0, 0.0], [-0.1, 0.2, -0.2], [0.0, 0.0, 0.0], [-0.3, 0.1, 0.5], [0.0, 0.0, 0.0], [0.0, 0.0, 0.0], [0.3, -0.2, -0.2], [0.2, -0.1, 0.0], [0.0, 0.0, 0.0], [0.0, 0.0, 0.0], [0.0, 0.0, 0.0], [0.1, 0.0, -0.1], [0.0, 0.0, 0.0], [0.0, 0.0, 0.0], [0.0, 0.0, 0.0], [0.0, 0.0, -0.1], [0.0, 0.0, 0.0], [0.0, 0.0, 0.0], [0.0, 0.0, 0.0], [0.0, -0.1, 0.1], [0.0, -0.1, -0.1], [0.0, 0.0, 0.0], [0.0, 0.0, 0.0], [0.0, 0.0, 0.0], [0.0, 0.0, 0.0], [0.0, -0.1, 0.0], [0.0, 0.0, 0.0], [0.0, 0.0, 0.0]], "lowdin_spin": [0.385, 0.000, 0.024, 0.000, 0.001, 0.005, 0.000, 0.007, 0.008, 0.002, 0.000, 0.001, 0.000, 0.005, 0.053, 0.000, -0.002, -0.007, 0.005, 0.109, -0.001, 0.000, 0.004, 0.001, 0.005, 0.065, 0.000, 0.001, 0.001, 0.019, 0.002, 0.018, 0.000, 0.000, 0.001, 0.000, 0.004, 0.003, 0.001, 0.006, 0.000, 0.010, 0.000, 0.016, 0.059, 0.000, 0.002, 0.000, 0.003, 0.007, 0.054, 0.008, 0.001, 0.000, 0.000, 0.000, 0.004, 0.001, 0.014, 0.008, 0.000, 1.062, 0.290, 0.000, 0.001, -0.007, 0.012, 0.000, 0.001, 0.000, 0.003, 0.000, 0.000, 0.001, 0.712, 0.001, 0.000, 0.004, 0.000, 0.000, 0.006, 0.003, -0.002], "e_lumo_ev": [0.3, -1.6], "total_energy_ev": -219021.0784, "s2": 3.77, "orbital_gap_ev": [7.07, 6.57], "relative_energy_kcal_mol": 0.0, "charge": 0, "multiplicity": 4}